w | C33H54AsIrN6O4S | wB97M-V/def2-TZVPD

Computed properties:
Molecular weight (g mol⁻¹): 898.04
Kohn-Sham gap (spin up / spin down) (Ha): 0.2540 / 0.2515
HOMO (spin up / spin down) (eV): -9.42 / -9.36

Geometry as ORCA input:
```
! wB97M-V def2-TZVPD RIJCOSX def2/J DEFGRID3
* xyz 1 2
Ir -0.70 0.17 1.47
N -0.82 2.56 1.40
C -2.21 2.97 1.66
C -3.12 2.57 0.52
C -3.26 1.06 0.33
O -3.93 0.66 -0.62
O -2.73 0.28 1.21
H -0.22 2.95 2.12
H -0.50 2.95 0.51
H -2.28 4.04 1.84
H -2.53 2.44 2.56
H -2.78 2.98 -0.43
H -4.12 2.96 0.70
C 0.84 -2.24 -1.32
C -0.58 -1.86 -0.89
C -0.99 -2.63 0.36
C -1.53 -2.28 -2.00
N -0.63 -0.41 -0.55
H 0.93 -3.31 -1.48
H 1.56 -1.94 -0.56
H 1.10 -1.73 -2.25
H -0.75 -3.69 0.25
H -2.06 -2.53 0.54
H -0.46 -2.27 1.25
H -1.55 -3.37 -2.07
H -1.20 -1.91 -2.97
H -2.55 -1.94 -1.80
C -1.92 0.91 4.99
As -0.45 0.29 3.89
C 0.93 1.51 4.51
C -0.07 -1.44 4.74
C 1.13 -1.46 5.64
C 1.00 -1.74 6.99
C 2.11 -1.85 7.81
C 3.38 -1.68 7.29
C 3.53 -1.38 5.94
C 2.41 -1.26 5.13
H -1.64 0.87 6.05
H -2.79 0.27 4.83
H -2.19 1.93 4.73
H 1.20 1.28 5.54
H 0.52 2.52 4.46
H 1.81 1.44 3.88
H 0.04 -2.16 3.94
H -0.97 -1.69 5.30
H 0.01 -1.89 7.41
H 1.99 -2.08 8.86
H 4.25 -1.79 7.92
H 4.52 -1.23 5.52
H 2.52 -1.01 4.08
C -0.48 3.91 -3.26
C -0.01 3.25 -4.55
C 0.22 1.75 -4.41
N -1.05 1.03 -4.23
C -1.63 0.67 -3.08
S -0.71 0.87 -1.59
N -2.94 0.35 -3.03
C -3.88 -0.04 -4.02
O -5.02 -0.17 -3.66
C -3.48 -0.26 -5.44
C -2.39 -1.05 -5.82
C -2.13 -1.28 -7.16
C -2.95 -0.72 -8.13
C -4.04 0.05 -7.76
C -4.32 0.27 -6.42
H -0.57 4.99 -3.40
H 0.24 3.74 -2.45
H -1.45 3.54 -2.94
H 0.93 3.69 -4.89
H -0.74 3.42 -5.35
H 0.86 1.52 -3.56
H 0.69 1.35 -5.31
H -1.72 1.24 -4.97
H -3.36 0.40 -2.09
H -1.77 -1.52 -5.06
H -1.29 -1.90 -7.44
H -2.75 -0.90 -9.18
H -4.69 0.47 -8.52
H -5.19 0.84 -6.12
C 2.63 -2.91 1.93
N 3.19 -1.71 1.31
C 4.58 -1.78 0.90
C 4.77 -1.00 -0.38
C 4.29 0.41 -0.14
N 2.95 0.43 0.44
C 2.25 1.69 0.35
C 2.45 -0.59 1.18
O 1.32 -0.55 1.73
H 2.73 -3.75 1.25
H 1.58 -2.75 2.14
H 3.14 -3.14 2.87
H 4.84 -2.83 0.78
H 5.23 -1.37 1.69
H 4.19 -1.47 -1.18
H 5.82 -0.99 -0.67
H 4.25 0.97 -1.08
H 4.99 0.93 0.52
H 2.66 2.42 1.05
H 1.20 1.54 0.54
H 2.37 2.08 -0.67
*
```

***

x | C33H54AsIrN6O4S | wB97M-V/def2-TZVPD

Computed properties:
Molecular weight (g mol⁻¹): 898.04
Kohn-Sham gap (spin up / spin down) (Ha): 0.2479 / 0.2432
HOMO (spin up / spin down) (eV): -10.35 / -10.22

Geometry as ORCA input:
```
! wB97M-V def2-TZVPD RIJCOSX def2/J DEFGRID3
* xyz 1 2
Ir -0.19 0.45 0.29
N 1.87 1.18 1.23
C 1.80 1.74 2.58
C 0.97 3.01 2.64
C -0.56 2.67 2.55
O -1.23 2.91 3.53
O -0.95 2.15 1.47
H 2.41 0.31 1.23
H 2.30 1.84 0.59
H 2.81 1.95 2.97
H 1.34 0.98 3.23
H 1.24 3.70 1.83
H 1.12 3.52 3.59
C -0.40 -2.23 -3.60
C -1.39 -2.89 -2.65
C -1.58 -4.35 -3.06
C -2.73 -2.15 -2.74
N -0.97 -2.81 -1.24
H -0.82 -2.18 -4.60
H 0.52 -2.80 -3.65
H -0.16 -1.22 -3.27
H -2.10 -4.41 -4.01
H -2.17 -4.89 -2.32
H -0.62 -4.85 -3.18
H -3.05 -2.09 -3.77
H -2.63 -1.14 -2.36
H -3.49 -2.67 -2.17
C -3.23 -1.95 1.00
As -1.65 -1.07 1.75
C -2.53 -0.15 3.23
C -0.61 -2.40 2.84
C -1.46 -3.35 3.62
C -2.18 -4.35 2.98
C -2.96 -5.23 3.70
C -3.00 -5.16 5.08
C -2.26 -4.19 5.74
C -1.50 -3.28 5.01
H -3.75 -2.51 1.78
H -2.97 -2.61 0.18
H -3.89 -1.17 0.63
H -3.15 -0.87 3.77
H -3.16 0.66 2.86
H -1.80 0.29 3.91
H -0.01 -1.78 3.52
H 0.07 -2.94 2.19
H -2.12 -4.43 1.90
H -3.54 -5.99 3.19
H -3.59 -5.86 5.65
H -2.27 -4.13 6.81
H -0.92 -2.53 5.53
C -0.24 4.76 -0.49
C 0.03 5.24 -1.91
C 0.15 4.07 -2.90
N -1.09 3.34 -3.06
C -1.41 2.30 -2.24
S -0.14 1.04 -2.03
N -2.68 1.78 -2.20
C -3.84 2.13 -2.88
O -4.92 1.88 -2.34
C -3.72 2.73 -4.22
C -2.72 2.36 -5.11
C -2.68 2.91 -6.38
C -3.63 3.84 -6.77
C -4.64 4.20 -5.89
C -4.70 3.65 -4.62
H -0.25 5.59 0.20
H 0.54 4.06 -0.19
H -1.20 4.25 -0.42
H 0.96 5.80 -1.95
H -0.77 5.90 -2.25
H 0.90 3.36 -2.56
H 0.44 4.45 -3.88
H -1.87 3.91 -3.37
H -2.87 1.23 -1.37
H -1.98 1.62 -4.83
H -1.89 2.62 -7.06
H -3.60 4.27 -7.76
H -5.39 4.92 -6.18
H -5.48 3.91 -3.93
C 0.12 -3.59 -0.76
N 1.43 -3.30 -1.37
C 2.14 -4.39 -2.00
C 3.17 -3.90 -3.01
C 3.95 -2.76 -2.37
N 3.05 -1.73 -1.90
C 3.49 -0.36 -1.98
C 1.94 -2.06 -1.18
O 1.41 -1.25 -0.40
H 0.20 -3.37 0.31
H -0.08 -4.65 -0.89
H -0.84 -1.83 -0.99
H 1.42 -5.04 -2.49
H 2.64 -4.97 -1.21
H 2.67 -3.54 -3.92
H 3.83 -4.72 -3.27
H 4.65 -2.32 -3.08
H 4.53 -3.15 -1.52
H 4.33 -0.16 -1.31
H 2.64 0.28 -1.72
H 3.80 -0.15 -3.00
*
```

***

Quick ranking, most stable first: w, x.

***

w | C6H12N2 | wB97M-V/def2-TZVPD

Computed properties:
Molecular weight (g mol⁻¹): 112.18
Kohn-Sham gap (spin up / spin down) (Ha): 0.3746 / 0.2355
HOMO (spin up / spin down) (eV): -14.27 / -14.27

Geometry as ORCA input:
```
! wB97M-V def2-TZVPD RIJCOSX def2/J DEFGRID3
* xyz 1 2
C -0.68 -0.30 -3.27
C -0.03 0.79 -2.43
H -0.75 -1.20 -2.61
H -1.68 -0.01 -3.58
H -0.13 -0.62 -4.15
H 0.97 0.49 -2.09
H -0.05 1.70 -3.04
H -0.65 1.14 -1.60
C -1.62 -0.58 1.82
C -0.21 -0.15 1.79
C 0.98 -0.80 1.31
C 1.44 0.97 2.58
N 0.14 1.01 2.41
N 1.98 -0.07 1.82
H -1.60 -1.67 1.71
H -2.25 -0.18 1.04
H 1.17 -1.66 0.68
H 2.00 1.48 3.35
H 2.93 -0.15 1.48
H -1.98 -0.19 2.79
*
```

***

x | C6H12N2 | wB97M-V/def2-TZVPD

Computed properties:
Molecular weight (g mol⁻¹): 112.18
Kohn-Sham gap (spin up / spin down) (Ha): 0.3878 / 0.2388
HOMO (spin up / spin down) (eV): -14.44 / -14.44

Geometry as ORCA input:
```
! wB97M-V def2-TZVPD RIJCOSX def2/J DEFGRID3
* xyz 1 2
C -0.29 2.71 1.89
C -0.48 1.91 0.60
H -0.99 3.54 1.84
H -0.44 2.09 2.80
H 0.68 3.20 1.97
H -0.18 2.47 -0.28
H 0.06 0.96 0.82
H -1.51 1.59 0.48
C 1.90 -2.10 -0.07
C -0.70 -2.02 -0.49
C 0.66 -1.65 -0.70
C -0.50 -0.42 -1.99
N -1.42 -1.22 -1.32
N 0.73 -0.63 -1.61
H -1.09 -2.86 0.09
H -2.41 -1.25 -1.53
H 2.47 -2.75 -0.78
H 1.77 -2.65 0.84
H -0.84 0.39 -2.62
H 2.60 -1.30 0.06
*
```

***

Quick ranking, most stable first: x, w.

***

w | C7H9F4O2P | wB97M-V/def2-TZVPD

Computed properties:
Molecular weight (g mol⁻¹): 232.11
Kohn-Sham gap (Ha): 0.3121
HOMO (eV): -8.13

Geometry as ORCA input:
```
! wB97M-V def2-TZVPD RIJCOSX def2/J DEFGRID3
* xyz 0 1
C -0.80 -2.03 0.15
C -1.83 -1.15 0.20
C 0.71 -1.73 0.46
C 0.74 1.99 0.82
C 1.31 -0.40 -0.23
C 1.72 0.87 0.61
C -2.23 1.45 -0.84
O 1.35 -2.94 0.27
O 0.75 2.92 -0.18
F 2.44 -0.90 -0.79
F 0.59 0.04 -1.30
F 2.73 1.33 -0.16
F 2.32 0.59 1.79
P -1.31 0.64 0.48
H -0.92 -3.11 0.31
H -2.77 -1.37 -0.25
H 0.82 -1.55 1.55
H -1.66 2.37 -1.19
H -3.25 1.62 -0.44
H -2.20 0.57 -1.69
H 2.21 -2.86 -0.27
H 1.42 2.72 -0.88
H -2.14 0.94 1.57
*
```

***

x | C7H9F4O2P | wB97M-V/def2-TZVPD

Computed properties:
Molecular weight (g mol⁻¹): 232.11
Kohn-Sham gap (spin up / spin down) (Ha): 0.2394 / 0.2624
HOMO (spin up / spin down) (eV): -7.05 / -7.42

Geometry as ORCA input:
```
! wB97M-V def2-TZVPD RIJCOSX def2/J DEFGRID3
* xyz 0 1
C 0.10 -1.40 -0.55
C 1.18 -0.75 -0.07
C -0.91 -1.83 0.23
C 3.09 1.64 0.09
C 3.32 0.21 -0.39
C -2.73 -0.13 -0.17
C -2.22 1.17 0.36
O -1.44 -2.66 0.89
O 2.15 -0.43 -0.93
F -2.76 -0.09 -1.53
F -0.93 1.36 0.05
F -2.29 1.25 1.70
F -2.81 2.22 -0.17
P -4.20 -0.88 0.58
H -0.15 -1.04 -1.62
H 1.52 -0.81 1.00
H 4.05 2.02 0.31
H 2.66 2.13 -0.81
H 2.48 1.83 0.98
H 3.64 -0.42 0.44
H 4.18 0.26 -1.30
H -4.40 -1.94 -0.54
H -3.52 -1.70 1.44
*
```

***

Quick ranking, most stable first: x, w.